The following is a DFT calculation (ωB97M-V/def2-TZVPD) of a cluster of 8 separate species, H16O8 in total in a non-equilibrium geometry.

## Properties
HOMO energy: -10.835 eV
total energy: -611.5158 a.u.
LUMO: 0.143 eV
energy relative to the best compared isomer or geometry (same formula, charge and spin): 41.93 kcal/mol
net charge: 0
frontier orbital gap: 10.98 eV
structure (SMILES): O.O.O.O.O.O.O.O

Geometry as XYZ:
```
24
Properties=species:S:1:pos:R:3:mulliken_charge:R:1
O 24.0010 13.8430 -12.5810 -0.68
H 23.8110 14.7500 -12.9460 0.36
H 24.3280 13.9780 -11.7070 0.33
O 20.9160 17.5820 -16.7560 -0.65
H 20.8200 17.4200 -15.8070 0.36
H 20.1280 18.1200 -17.0280 0.31
O 24.6260 14.3810 -16.1620 -0.67
H 25.5080 14.0520 -15.9990 0.31
H 23.9500 13.7820 -15.7880 0.34
O 26.5140 13.9910 -13.6790 -0.68
H 26.9600 13.4750 -12.9850 0.31
H 25.6330 13.6070 -13.6180 0.36
O 26.3490 16.1110 -11.8650 -0.65
H 25.4790 16.0960 -11.4770 0.27
H 26.2690 15.6070 -12.6790 0.38
O 23.9460 16.2020 -14.0490 -0.55
H 24.4920 15.7750 -14.7440 0.30
H 23.1950 16.6090 -14.5080 0.29
O 21.3170 17.7540 -14.1170 -0.69
H 21.1290 17.2320 -13.3430 0.32
H 21.5670 18.6100 -13.7630 0.31
O 24.5760 18.3850 -12.3720 -0.63
H 25.4990 18.2310 -12.6120 0.35
H 24.1950 17.5550 -12.5570 0.29
```


The following is a DFT calculation (ωB97M-V/def2-TZVPD) of a structure of composition H16O8 in a non-equilibrium geometry.

## Properties
HOMO energy: -9.435 eV
total energy: -611.1467 a.u.
LUMO: -0.409 eV
energy relative to the best compared isomer or geometry (same formula, charge and spin): 273.52 kcal/mol
net charge: 0
frontier orbital gap: 9.03 eV

Geometry as XYZ:
```
24
Properties=species:S:1:pos:R:3:mulliken_charge:R:1
O 0.3124 -1.2818 0.0896 -0.78
H 0.7803 -2.0907 -0.1174 0.46
H -0.5537 -1.3989 -0.3008 0.28
O 0.6286 -1.5525 2.3501 -0.74
H 0.2218 -2.4029 2.5161 0.27
H 0.3646 -1.3303 1.4573 0.63
O 1.6326 2.1683 -0.0569 -0.74
H 0.8809 1.5761 -0.0338 0.59
H 1.3909 2.8380 -0.6967 0.19
O 2.1861 -0.4827 0.5447 -0.78
H 2.3994 0.0217 -0.2403 0.24
H 1.4092 -0.9866 0.3025 0.36
O -0.6206 -0.3427 -2.5770 -0.88
H 0.3112 -0.1327 -2.6385 0.24
H -1.0282 0.4643 -2.2626 0.44
O -1.3415 -0.6595 2.0239 -0.62
H -2.0875 -0.6417 2.6234 0.28
H -0.7152 -0.0421 2.4017 0.32
O -1.5255 1.2097 -1.7773 -0.52
H -1.2280 2.0560 -1.4433 0.33
H -2.4451 1.3506 -2.0028 0.30
O -0.0808 0.8502 0.0178 -0.73
H -0.6916 0.7572 -0.7133 0.56
H -0.2005 0.0527 0.5335 0.28
```


The following is a DFT calculation (ωB97M-V/def2-TZVPD) of a structure of composition H16O8Pb in a non-equilibrium geometry.

## Properties
HOMO energy: -16.377 eV
total energy: -803.7969 a.u.
LUMO: -6.323 eV
energy relative to the best compared isomer or geometry (same formula, charge and spin): 47.00 kcal/mol
net charge: +2
frontier orbital gap: 10.05 eV

Geometry as XYZ:
```
25
Properties=species:S:1:pos:R:3:mulliken_charge:R:1
Pb 25.6370 -22.1240 6.8880 1.57
O 25.1140 -24.4600 6.8560 -0.46
H 24.5210 -25.0690 7.2550 0.25
H 25.4680 -25.0480 6.2060 0.25
O 25.3620 -22.8310 9.2060 -0.53
H 26.0030 -22.5340 9.8930 0.29
H 25.0870 -23.7360 9.4700 0.29
O 24.4560 -22.3860 4.6550 -0.53
H 25.0220 -22.0040 3.9370 0.31
H 24.0550 -23.1940 4.3400 0.28
O 23.1470 -22.0090 7.4090 -0.50
H 22.6020 -21.2640 7.7390 0.27
H 22.5460 -22.7820 7.5400 0.27
O 26.0680 -20.1320 5.6520 -0.54
H 25.6960 -19.9490 4.7570 0.30
H 26.0400 -19.2590 6.0730 0.30
O 27.7810 -21.7630 7.9020 -0.50
H 28.5320 -21.3850 7.5000 0.28
H 27.8470 -21.2390 8.6620 0.27
O 25.1530 -20.2590 8.4100 -0.56
H 25.7530 -19.6410 8.8940 0.28
H 24.4540 -19.7160 7.9080 0.34
O 27.2350 -22.9930 5.2630 -0.52
H 26.9220 -23.5300 4.5330 0.29
H 28.0320 -22.5910 4.8220 0.28
```


The following is a DFT calculation (ωB97M-V/def2-TZVPD) of a structure of composition H17NaO9 in a non-equilibrium geometry.

## Properties
HOMO energy: -9.845 eV
total energy: -849.6530 a.u.
LUMO: -2.366 eV
energy relative to the best compared isomer or geometry (same formula, charge and spin): 32.99 kcal/mol
net charge: 0
frontier orbital gap: 7.48 eV

Geometry as XYZ:
```
27
Properties=species:S:1:pos:R:3:mulliken_charge:R:1
Na -1.3133 0.7427 3.0808 0.92
O -0.4497 0.3956 0.8655 -1.02
H -0.3786 -0.1817 0.0995 0.13
O -2.3798 2.0275 -0.4459 -0.73
H -1.8856 2.8494 -0.5658 0.35
H -1.7410 1.3922 -0.0376 0.36
O 2.8036 -1.1115 -1.5801 -0.63
H 2.4040 -1.2398 -0.7003 0.39
H 3.3568 -0.3291 -1.4872 0.29
O 1.4524 1.6767 2.3658 -0.60
H 0.9174 1.1788 1.7018 0.29
H 1.1818 1.3297 3.2177 0.25
O -0.6082 -2.8093 -1.9805 -0.63
H -0.7284 -2.7444 -1.0187 0.35
H -0.9241 -1.9622 -2.3306 0.32
O 0.7326 2.4148 -0.6787 -0.65
H 0.2616 1.8135 -0.0537 0.31
H 1.4725 2.7746 -0.1761 0.32
O 1.6198 -1.4681 0.9851 -0.68
H 1.5852 -1.6782 1.9216 0.27
H 0.9831 -0.7235 0.8713 0.44
O -1.2708 0.5754 -2.5930 -0.65
H -0.4429 0.8033 -2.1544 0.30
H -1.9061 1.2419 -2.2783 0.37
O -1.6695 -2.4504 0.6285 -0.64
H -1.8463 -2.9026 1.4606 0.30
H -1.2265 -1.6152 0.8825 0.27
```


The following is a DFT calculation (ωB97M-V/def2-TZVPD) of a cluster of 8 separate species, H17O8 in total in a non-equilibrium geometry.

## Properties
HOMO energy: -14.055 eV
total energy: -611.8596 a.u.
LUMO: -2.875 eV
energy relative to the best compared isomer or geometry (same formula, charge and spin): 32.47 kcal/mol
net charge: +1
frontier orbital gap: 11.18 eV

Geometry as XYZ:
```
25
Properties=species:S:1:pos:R:3:mulliken_charge:R:1
O -0.1219 2.0987 0.4054 -0.59
H -0.2070 2.9398 0.8775 0.32
H -0.9774 2.1975 -0.0908 0.37
O 0.0244 -0.0360 3.6142 -0.69
H 0.9272 0.1556 3.3131 0.37
H 0.1211 -0.9514 3.9265 0.39
O -1.8888 1.3951 -1.3981 -0.67
H -2.7741 1.6803 -1.6281 0.30
H -1.2648 1.4593 -2.1279 0.31
O 1.3443 -0.1326 -3.2165 -0.65
H 0.8744 -0.9092 -3.5574 0.34
H 2.2379 -0.4597 -3.3999 0.32
O 2.7813 -4.1762 3.5149 -0.65
H 3.7188 -4.2643 3.3426 0.33
H 2.5073 -4.6340 4.3097 0.33
O 1.2907 -0.1245 0.2385 -0.64
H 1.9011 -0.8684 0.1921 0.32
H 1.0742 -0.0159 -0.7040 0.33
O -2.6667 1.7043 -4.0180 -0.61
H -2.4351 1.8238 -4.9435 0.30
H -3.3433 1.0170 -4.0493 0.32
O -0.9861 -0.2495 1.2913 -0.47
H -0.0428 -0.1027 0.8101 0.35
H -0.5409 -0.0505 2.2259 0.59
H -1.5541 0.5035 1.0720 0.40
```


The following is a DFT calculation (ωB97M-V/def2-TZVPD) of a structure of composition H18HeO9Xe.

## Properties
HOMO energy: -11.006 eV
total energy: -1020.2183 a.u.
LUMO: 0.126 eV
energy relative to the best compared isomer or geometry (same formula, charge and spin): 6.04 kcal/mol
net charge: 0
frontier orbital gap: 11.13 eV

Geometry as XYZ:
```
29
Properties=species:S:1:pos:R:3:mulliken_charge:R:1
He 0.9948 0.8586 0.3704 0.02
Xe 3.7428 -1.0423 2.4605 0.00
O -0.4694 -1.3115 1.5467 -0.78
H -1.0038 -0.6018 1.1904 0.34
H -1.0969 -1.8907 1.9791 0.32
O -1.4100 3.4889 -0.3269 -0.62
H -1.0022 2.6562 -0.0890 0.28
H -0.8898 3.8090 -1.0639 0.32
O -0.0064 2.0139 -3.2035 -0.64
H -0.8094 1.6004 -2.8867 0.39
H 0.6910 1.4093 -2.9498 0.28
O 1.5782 -2.5698 0.0174 -0.63
H 2.1272 -1.9428 -0.4536 0.34
H 1.0424 -2.0303 0.5987 0.29
O -0.3354 0.1209 3.9378 -0.62
H -0.2755 -0.3784 3.1234 0.42
H 0.3763 -0.2185 4.4804 0.31
O -0.7372 -1.8802 -1.8347 -0.66
H -0.1866 -2.1970 -2.5507 0.30
H -0.1872 -1.9603 -1.0554 0.33
O -2.4676 0.8476 1.3639 -0.58
H -3.1854 0.4768 1.8772 0.27
H -2.3322 1.7193 1.7355 0.30
O 3.7556 -0.6560 -1.1327 -0.60
H 4.0515 0.2167 -1.3918 0.29
H 4.5490 -1.0987 -0.8313 0.30
O -2.2476 0.3980 -1.9569 -0.67
H -1.7207 -0.3985 -1.8928 0.43
H -2.5455 0.5614 -1.0620 0.29
```


The following is a DFT calculation (ωB97M-V/def2-TZVPD) of a cluster of 6 separate species, H18N6 in total in a non-equilibrium geometry.

## Properties
HOMO energy: -9.186 eV
total energy: -339.2835 a.u.
LUMO: 0.807 eV
energy relative to the best compared isomer or geometry (same formula, charge and spin): 18.93 kcal/mol
net charge: 0
frontier orbital gap: 9.99 eV
structure (SMILES): N.N.N.N.N.N

Geometry as XYZ:
```
24
Properties=species:S:1:pos:R:3:mulliken_charge:R:1
N 0.4887 1.5642 1.9524 -0.48
H 0.5802 1.9081 2.8822 0.15
H 0.3796 0.6037 1.6803 0.18
H 0.3018 2.3227 1.3363 0.14
N 0.3827 1.0461 -4.3511 -0.65
H 1.1905 1.0688 -3.7359 0.20
H 0.2892 0.0586 -4.5654 0.21
H 0.4309 1.6279 -5.1605 0.19
N -0.6788 -2.4058 4.1745 -0.72
H -0.0044 -1.8866 4.7529 0.21
H -0.1553 -3.2502 3.9747 0.25
H -1.5442 -2.5326 4.6620 0.20
N -1.8518 2.1324 -1.8194 -0.62
H -2.7090 2.1726 -2.3491 0.19
H -1.1462 1.7107 -2.4045 0.28
H -1.7360 2.9624 -1.2850 0.18
N 1.3853 0.2508 -1.1584 -0.66
H 1.1616 1.2241 -1.1939 0.25
H 0.9800 -0.2709 -0.4017 0.10
H 1.0647 -0.2065 -1.9890 0.24
N 0.4435 -2.6792 1.2795 -0.68
H -0.3446 -3.0584 0.7929 0.22
H 0.8421 -1.9733 0.6916 0.24
H 0.2494 -2.3896 2.2347 0.35
```


The following is a DFT calculation (ωB97M-V/def2-TZVPD) of a structure of composition H18NO12Sr in a non-equilibrium geometry.

## Properties
HOMO energy: -13.028 eV
total energy: -998.8710 a.u.
LUMO: -4.965 eV
net charge: +1
frontier orbital gap: 8.06 eV

Geometry as XYZ:
```
32
Properties=species:S:1:pos:R:3:mulliken_charge:R:1
Sr 15.3404 10.8671 -7.9200 1.69
N 13.7036 13.6240 -7.1656 1.20
O 13.3240 12.4313 -6.9188 -0.71
O 12.8376 14.4840 -7.2375 -0.74
O 14.8421 13.8772 -7.7080 -0.70
O 10.2560 13.8519 -6.9152 -0.60
H 9.7733 13.7358 -7.7451 0.31
H 11.0924 14.1846 -7.2407 0.36
O 15.8374 12.3949 -10.0580 -0.60
H 15.6313 12.1085 -10.9394 0.28
H 15.2380 13.1314 -9.9459 0.33
O 14.9447 10.6717 -5.1763 -0.56
H 14.0487 10.7810 -5.0193 0.31
H 15.3703 11.3650 -4.6618 0.30
O 14.1854 16.7341 -7.8815 -0.66
H 13.5642 17.4733 -7.7585 0.30
H 13.6656 15.9875 -8.0088 0.32
O 16.8466 12.4195 -6.3242 -0.52
H 16.4670 13.2659 -6.1177 0.39
H 17.3548 12.2203 -5.5491 0.23
O 11.7717 16.2986 -5.2932 -0.58
H 12.5390 16.6212 -4.7852 0.31
H 12.1244 15.4329 -5.5029 0.27
O 16.8318 16.2417 -7.7926 -0.67
H 17.2247 17.0100 -7.4105 0.29
H 15.8732 16.2068 -7.6800 0.42
O 16.4169 14.7619 -5.1398 -0.73
H 17.1198 15.3855 -5.4111 0.34
H 15.6115 15.2822 -5.2883 0.29
O 17.9690 14.1134 -9.1317 -0.63
H 17.5180 14.8449 -8.7201 0.43
H 17.3489 13.3575 -9.1109 0.30
```


The following is a DFT calculation (ωB97M-V/def2-TZVPD) of a cluster of 8 separate species, H18NO7 in total in a non-equilibrium geometry.

## Properties
HOMO energy: -14.378 eV
total energy: -591.9956 a.u.
LUMO: -3.222 eV
energy relative to the best compared isomer or geometry (same formula, charge and spin): 54.33 kcal/mol
net charge: +1
frontier orbital gap: 11.16 eV

Geometry as XYZ:
```
26
Properties=species:S:1:pos:R:3:mulliken_charge:R:1
N 0.6766 -1.0211 0.3966 -0.24
H -0.3154 -1.0241 0.4776 0.26
H 0.9996 -1.9611 0.6276 0.39
H 0.9136 -0.3851 1.0776 0.28
H 0.9206 -0.7931 -0.5794 0.31
O 2.3146 0.9859 2.4036 -0.69
H 2.6426 1.5669 1.7276 0.32
H 3.1556 0.8319 2.9006 0.33
O -1.5134 -1.6271 -1.5424 -0.61
H -2.3744 -1.8071 -1.8814 0.30
H -0.9104 -1.4221 -2.2504 0.32
O -1.2984 1.0969 -0.1024 -0.52
H -2.2314 0.9849 -0.0254 0.30
H -1.1464 1.7389 0.5606 0.28
O -3.5854 -2.0151 0.3836 -0.60
H -3.1164 -1.4521 -0.2194 0.31
H -2.8754 -2.6681 0.4876 0.32
O 0.2456 -0.2421 -2.9594 -0.73
H 0.0006 -0.2751 -3.8984 0.33
H -0.2554 0.5459 -2.6834 0.35
O -0.2094 2.1609 2.4026 -0.65
H -0.6794 1.3939 2.7856 0.32
H 0.6686 2.0639 2.7376 0.32
O 2.3376 1.0429 -0.7814 -0.59
H 3.1706 1.0709 -0.3364 0.30
H 2.4656 1.2089 -1.7084 0.28
```


The following is a DFT calculation (ωB97M-V/def2-TZVPD) of a cluster of 9 separate species, H18O9 in total in a non-equilibrium geometry.

## Properties
HOMO energy: -9.630 eV
total energy: -687.8871 a.u.
LUMO: -0.055 eV
energy relative to the best compared isomer or geometry (same formula, charge and spin): 87.02 kcal/mol
net charge: 0
frontier orbital gap: 9.57 eV
structure (SMILES): O.O.O.O.O.O.O.O.O

Geometry as XYZ:
```
27
Properties=species:S:1:pos:R:3:mulliken_charge:R:1
H -0.1510 -0.2578 -0.0901 0.24
H -1.1194 0.8769 -0.3813 0.39
H 2.4892 -3.0397 -0.9795 0.32
H 2.3198 -1.6392 -0.4137 0.33
H 0.9657 3.6631 0.7667 0.32
H 1.9130 4.2081 1.8230 0.29
H 2.2662 1.8201 -1.0838 0.33
H 1.4239 1.5819 -2.3262 0.30
H -1.1094 -0.5010 2.0563 0.30
H -2.5871 -0.3329 2.3694 0.30
H -1.7989 0.6812 -2.1334 0.27
H -3.0786 0.6343 -1.3146 0.35
H 0.3037 1.3118 -4.1408 0.34
H -0.9172 0.5181 -3.7056 0.32
H 1.7670 -2.7272 2.0678 0.31
H 3.2348 -2.4190 1.8217 0.33
H -3.3270 -2.1854 3.1548 0.32
H -3.7842 -3.1647 2.0862 0.29
O -0.6047 0.4810 0.3310 -0.64
O 2.9647 -2.3500 -0.5029 -0.64
O 1.6504 3.3894 1.3873 -0.60
O 2.2179 2.0357 -2.0219 -0.61
O -1.7929 0.1708 2.1582 -0.53
O -2.4104 1.2448 -1.6460 -0.67
O 0.0369 0.4431 -3.8196 -0.65
O 2.4735 -2.1296 2.3372 -0.64
O -3.3458 -2.3139 2.1998 -0.65
```